# 1
Here is a structure of composition C38H38MnN6O4PS from the Open Molecules 2025 dataset. Energies are from ωB97M-V/def2-TZVPD.

```
89
Properties=species:S:1:pos:R:3:mulliken_charge:R:1
Mn -0.31406 0.00877 -0.50675 -0.070
O 4.55012 -2.52107 -0.51247 -0.717
C 5.18907 -1.34854 -0.38577 0.457
C 6.55048 -1.31378 -0.70168 -0.745
C 7.26801 -0.13880 -0.59442 -0.296
C 6.64727 1.03117 -0.16507 -0.921
C 5.30083 0.99676 0.14938 -0.413
C 4.55014 -0.17189 0.04453 0.692
C 3.08562 -0.09474 0.37272 -0.083
O 2.57859 0.98951 0.70339 -0.658
N 2.45421 -1.27306 0.28209 -1.622
N 1.09610 -1.21579 0.41541 1.504
C 0.57125 -2.27268 0.92928 -0.649
C -0.86981 -2.33680 1.03437 0.743
C -1.54372 -3.39663 1.63521 -1.035
C -2.92112 -3.34791 1.71610 -0.355
C -3.58683 -2.24212 1.20287 -1.136
C -2.84784 -1.23045 0.61780 -0.179
N -1.51803 -1.27535 0.52777 0.667
H 3.60209 -2.34582 -0.24159 0.485
H 7.01688 -2.23170 -1.03614 0.416
H 8.32157 -0.13338 -0.84879 0.363
H 7.20763 1.95325 -0.08016 0.396
H 4.77858 1.88432 0.48495 0.442
H 1.19694 -3.09281 1.26709 0.320
H -0.98183 -4.23764 2.01899 0.492
H -3.47343 -4.16086 2.16986 0.403
H -4.66438 -2.16567 1.23897 0.441
H -3.31621 -0.35573 0.18698 0.498
O -3.63635 1.42954 -2.55245 -0.821
C -2.80825 0.58143 -2.21017 -0.106
O -1.89107 0.83069 -1.34844 0.071
C -2.92490 -0.82549 -2.76264 0.166
C -4.17774 -1.14777 -3.29625 -0.915
C -4.45551 -2.38814 -3.83182 -0.642
C -3.44069 -3.34609 -3.85357 -0.496
C -2.19847 -3.04635 -3.33981 -1.166
C -1.89689 -1.78931 -2.77453 1.219
S -0.24393 -1.58844 -2.23184 -0.340
H -4.92630 -0.36671 -3.27929 0.458
H -5.43738 -2.60819 -4.23241 0.375
H -3.62285 -4.32973 -4.27214 0.364
H -1.40956 -3.78841 -3.35530 0.472
C 2.14220 4.19963 -1.54158 -1.538
C 1.19968 3.17935 -0.90988 -0.740
P 0.91966 1.59298 -1.81747 2.091
C 2.56556 1.28100 -2.58410 -0.717
C 2.79396 -0.14045 -3.09462 -1.161
C -0.05919 2.26194 -3.23027 -0.810
C -0.25869 1.31950 -4.41330 -1.221
H 2.15804 5.11977 -0.95259 0.444
H 1.84706 4.46788 -2.55769 0.292
H 3.16407 3.82036 -1.58119 0.283
H 0.20221 3.61369 -0.78239 0.355
H 1.56191 2.90330 0.08003 0.311
H 3.31050 1.51576 -1.82188 0.293
H 2.69956 2.01025 -3.39023 0.594
H 2.66722 -0.86964 -2.29455 0.047
H 3.81123 -0.23855 -3.48138 0.423
H 2.09152 -0.41195 -3.88158 0.314
H 0.43117 3.18061 -3.56785 0.680
H -1.02769 2.54301 -2.81013 0.308
H 0.68479 1.12828 -4.92891 0.371
H -0.94981 1.75995 -5.13518 0.368
H -0.66149 0.35849 -4.09412 0.182
N -2.35972 4.97425 4.31836 0.049
C -2.34274 5.60014 5.54498 0.691
C -3.05421 6.67504 6.06659 -1.034
C -2.76526 7.03726 7.36854 -0.395
C -1.80046 6.35198 8.12367 -0.451
C -1.09829 5.28604 7.59687 -0.742
C -1.37546 4.90528 6.28481 0.491
N -0.82719 3.89044 5.52170 -0.677
C -1.43214 3.96319 4.36792 -0.098
C -1.17162 3.07819 3.22513 1.388
C -1.91589 3.13894 2.05323 -1.261
C -1.61918 2.27962 1.01198 -1.150
N -0.63442 1.37703 1.07911 0.805
C 0.08238 1.31705 2.20750 -0.415
C -0.15108 2.13918 3.29492 -1.003
H -2.92579 5.21888 3.52693 0.145
H -3.79787 7.20540 5.48592 0.378
H -3.29421 7.86842 7.81668 0.372
H -1.60615 6.67042 9.13963 0.375
H -0.35279 4.75430 8.17281 0.428
H -2.73333 3.83571 1.91862 0.272
H -2.17420 2.28698 0.08135 0.668
H 0.89053 0.60198 2.21227 0.370
H 0.45516 2.05952 4.18537 0.542
```

Values from the calculation:
charge	-1
spin multiplicity	2
energy relative to the best compared isomer or geometry (same formula, charge and spin)	0.2	kcal per mole

# 2
Here is a cluster of 2 separate species, C38H38N3O in total from the Open Molecules 2025 dataset. Energies are from ωB97M-V/def2-TZVPD.

```
80
Properties=species:S:1:pos:R:3:mulliken_charge:R:1
C 6.28789 -0.10369 3.60377 -0.827
O 5.57903 0.86736 2.81010 -0.440
C 4.26577 1.10542 3.05451 0.900
C 3.66624 2.12018 2.26783 -0.638
C 2.29952 2.24483 2.23071 -0.684
C 1.45819 1.29396 2.88224 0.341
C 0.05332 1.25721 2.55947 -1.276
C -0.79506 0.14631 2.72909 0.936
N -2.13947 0.31106 2.83180 0.266
C -2.75752 1.62490 2.96872 -0.543
C -4.27172 1.41747 2.78943 -0.618
C -4.50217 -0.09597 2.64319 -0.548
C -3.11680 -0.76957 2.71876 -0.494
C -0.25004 -1.25301 2.73490 -0.617
C 0.65861 -1.64476 1.73643 0.583
C 1.17414 -2.93893 1.70230 -0.901
C 0.82748 -3.84545 2.71217 -0.631
C -0.05648 -3.46236 3.72734 -0.751
C -0.60622 -2.17812 3.73671 -0.162
C 2.08208 0.42369 3.82336 -0.584
C 3.45749 0.31967 3.91531 -0.416
H 7.31880 -0.02070 3.26168 0.242
H 6.22990 0.13140 4.67507 0.334
H 5.91379 -1.11943 3.42093 0.333
H 4.31441 2.75682 1.66693 0.471
H 1.83557 3.04729 1.65501 0.404
H -0.37907 2.20342 2.21547 0.137
H -2.54156 2.07748 3.95283 0.297
H -2.39184 2.32120 2.20780 0.275
H -4.81786 1.81744 3.64969 0.308
H -4.61775 1.95358 1.90000 0.259
H -5.13670 -0.46848 3.45321 0.304
H -4.99353 -0.34076 1.69582 0.270
H -2.92332 -1.39291 1.82976 0.287
H -3.08105 -1.44556 3.58994 0.129
H 0.93748 -0.91215 0.97794 0.344
H 1.83083 -3.23740 0.88347 0.508
H 1.22875 -4.85945 2.69049 0.405
H -0.33579 -4.16213 4.51450 0.426
H -1.29888 -1.88052 4.53123 0.531
H 1.45038 -0.19008 4.47067 0.471
H 3.91964 -0.39590 4.59909 0.384
C 4.29050 2.44814 -2.78885 -0.834
N 2.93056 1.94142 -2.81087 0.179
C 2.39133 1.06581 -1.91491 -1.237
C 1.08713 0.70071 -2.32766 0.843
C 0.23842 -0.19725 -1.65833 0.047
C -1.10666 -0.48005 -1.97728 0.801
C -2.11921 0.42765 -2.35292 -1.601
N -3.25860 -0.25098 -2.66974 0.313
C -4.45666 0.34442 -3.22656 -0.902
C -3.05259 -1.62359 -2.51101 0.554
C -1.71993 -1.80941 -2.06586 0.605
C -1.18911 -3.09467 -2.08435 -0.250
C -1.98888 -4.15673 -2.54175 -0.827
C -3.31009 -3.94649 -2.97309 -0.629
C -3.86084 -2.65886 -2.96228 -0.967
C 0.85993 1.41865 -3.59012 0.730
C 2.01309 2.20828 -3.82834 0.356
C 2.18188 3.02334 -4.94269 -0.999
C 1.13663 3.04523 -5.87739 -0.658
C 0.00775 2.22951 -5.70169 -0.941
C -0.11026 1.38516 -4.58173 -0.165
H 4.41788 3.14564 -3.61962 0.267
H 4.50366 2.97631 -1.84994 0.309
H 5.00645 1.62014 -2.89702 0.343
H 2.91888 0.71580 -1.03478 0.668
H 0.69348 -0.78805 -0.86669 0.181
H -2.02658 1.50363 -2.44034 0.706
H -5.17372 -0.44265 -3.46833 0.292
H -4.92182 1.03020 -2.50771 0.312
H -4.20863 0.90425 -4.13929 0.334
H -0.15819 -3.25026 -1.76754 0.403
H -1.58415 -5.16915 -2.57515 0.411
H -3.89949 -4.78366 -3.35299 0.398
H -4.86888 -2.47488 -3.32890 0.303
H 3.08776 3.61105 -5.08457 0.262
H 1.21927 3.68073 -6.76004 0.397
H -0.78990 2.26458 -6.44869 0.398
H -0.95687 0.71270 -4.49062 0.586
```

Values from the calculation:
charge	+1
spin multiplicity	1
energy relative to the best compared isomer or geometry (same formula, charge and spin)	0.0	kcal per mole